Run one
C5H10NOS | ωB97M-V/def2-TZVPD

Results
orbital gap (alpha / beta) = 10.75 / 6.98 eV
LUMO energy (alpha / beta) = -3.183 / -7.973 eV
spin multiplicity = 3
charge = +1
expectation value of S² = 2.008

Cartesian coordinates (Å):
1 H -0.34 2.20 -1.20
2 H 1.60 -0.51 -0.43
3 C -1.16 -1.53 -0.26
4 H -0.60 2.76 1.54
5 H 1.38 1.64 -1.50
6 O -2.15 0.39 -1.32
7 H 0.91 2.52 -0.13
8 H -2.01 -1.85 0.39
9 N -0.04 0.65 -0.13
10 C 0.13 -1.61 0.66
11 C 0.49 1.82 -0.77
12 C 0.92 -0.31 0.40
13 H 0.70 -2.54 0.37
14 H -0.15 -1.78 1.69
15 H 1.52 0.07 1.21
16 S -0.92 1.58 1.80
17 C -1.31 -0.11 -0.66
18 H -1.25 -2.08 -1.28

***

Run two
C5H10NOS | ωB97M-V/def2-TZVPD

Results
orbital gap (alpha / beta) = 6.69 / 9.15 eV
LUMO energy (alpha / beta) = -3.376 / -5.565 eV
spin multiplicity = 3
charge = +1
expectation value of S² = 2.008

Cartesian coordinates (Å):
1 H -1.11 1.73 0.07
2 N 0.17 -0.40 1.07
3 H 1.12 -2.21 0.65
4 H -1.93 -2.25 0.95
5 H 1.11 2.56 -2.53
6 O 0.70 2.33 -0.49
7 H 1.02 0.04 1.44
8 H -0.75 1.42 -1.66
9 C -1.01 -2.34 0.38
10 H 1.97 3.67 -1.27
11 C 1.28 2.88 -1.51
12 C -0.35 1.38 -0.65
13 H 0.20 -2.21 2.18
14 H -0.62 -0.05 1.64
15 H -0.91 -3.37 0.03
16 C 0.21 -1.87 1.15
17 S -1.13 -1.23 -1.07
18 C 0.05 -0.07 -0.39

***

Calculated relative energies: run one 0.000; run two 0.165, given in eV

***

Run one
C5H10O2S | ωB97M-V/def2-TZVPD

Results
orbital gap = 3.75 eV
LUMO energy = -3.882 eV
charge = 0

Cartesian coordinates (Å):
1 H 1.54 -1.87 1.15
2 H 0.11 -2.64 0.49
3 C 0.77 -0.92 -0.66
4 H -3.16 2.12 0.46
5 O 1.31 1.23 0.77
6 C 2.40 0.84 -0.12
7 H -0.12 -1.17 1.33
8 S -2.32 -0.16 -0.03
9 H 2.83 -0.55 -1.64
10 H -3.88 1.13 -1.15
11 H 1.77 1.96 1.25
12 H 0.05 -0.07 -0.77
13 H -4.42 0.96 0.73
14 C 0.59 -1.68 0.66
15 O 3.42 1.62 -0.14
16 C 2.07 -0.25 -0.89
17 H 0.61 -1.66 -1.49
18 C -3.57 1.11 0.05

***

Run two
C5H10O2S | ωB97M-V/def2-TZVPD

Results
orbital gap = 10.12 eV
LUMO energy = 0.678 eV
SMILES = CC(C)(C)C(=O)SO
charge = 0

Cartesian coordinates (Å):
1 C -0.97 -0.75 1.08
2 H -0.82 -1.50 -1.26
3 C -1.14 -0.51 -1.24
4 C -0.60 1.69 0.15
5 O 1.50 -1.42 -0.19
6 H -2.11 -0.96 1.07
7 H 3.40 -0.91 0.10
8 H 0.35 2.21 -0.35
9 S 2.30 0.96 0.08
10 H -0.86 -0.41 2.01
11 H -1.51 1.96 -0.17
12 H -2.15 -0.31 -1.25
13 C -0.45 0.15 0.00
14 H -0.53 -1.67 1.11
15 C 1.15 -0.29 -0.02
16 H -0.68 -0.05 -2.12
17 H -0.44 1.85 1.16
18 O 3.57 -0.04 -0.16

***

Calculated relative energies: run one 3.491; run two 0.000, given in eV

***

Run one
C2H4IN | ωB97M-V/def2-TZVPD

Results
orbital gap = 10.03 eV
LUMO energy = 0.778 eV
SMILES = C=C=N.I
charge = 0

Cartesian coordinates (Å):
1 H -1.72 1.23 -1.13
2 I 1.81 -2.03 2.87
3 C -0.10 0.31 -0.32
4 H -1.10 -0.36 -1.91
5 H 0.75 -1.61 1.93
6 H 1.67 0.58 0.53
7 N 0.72 0.12 0.54
8 C -1.07 0.41 -1.16

***

Run two
C2H4IN | ωB97M-V/def2-TZVPD

Results
orbital gap (alpha / beta) = 8.45 / 8.35 eV
LUMO energy (alpha / beta) = -0.283 / -0.285 eV
charge = 0

Cartesian coordinates (Å):
1 H 0.67 2.16 -0.74
2 C -0.91 -1.19 0.02
3 H 0.10 -1.76 -0.27
4 C 0.60 1.32 -0.08
5 I 2.12 -0.07 -0.09
6 H -1.69 -1.98 0.07
7 H 0.31 1.54 0.97
8 N -1.19 -0.02 0.13

***

Calculated relative energies: run one 0.000; run two 2.189, given in eV

***

Run one
C43H60FN4O7P2S2SeY | ωB97M-V/def2-TZVPD

Results
orbital gap = 7.18 eV
LUMO energy = 3.873 eV
charge = -2

Cartesian coordinates (Å):
1 H -2.61 8.02 -3.44
2 H 2.11 -3.93 -2.12
3 O -2.15 0.72 3.33
4 H 0.55 -3.12 3.66
5 C -1.60 -4.90 -4.04
6 H 4.93 3.60 1.27
7 H -2.71 -1.48 1.80
8 H 2.74 4.56 4.11
9 H -4.47 7.46 -1.90
10 H -3.91 -0.48 -1.87
11 H 5.20 4.08 2.94
12 H 1.21 -6.31 1.77
13 P 0.28 4.34 -1.87
14 H -5.15 1.70 0.72
15 H -4.26 5.52 -0.36
16 O -2.37 0.03 0.41
17 S 1.23 4.52 -3.60
18 H 3.22 2.92 4.67
19 F 0.64 0.01 0.60
20 N 4.84 -2.73 4.17
21 H -2.83 -6.92 -1.50
22 C -0.67 -4.22 -1.81
23 C -2.53 -5.98 -1.97
24 H 2.62 -4.17 0.15
25 C -3.57 6.85 -1.91
26 C -0.29 -3.97 1.88
27 O 0.42 3.02 4.44
28 C 2.45 5.76 -0.74
29 H 3.26 -2.65 -1.90
30 H -0.70 -4.99 -4.66
31 O -4.24 3.73 1.71
32 H -5.08 -0.09 2.19
33 H 2.22 -5.25 3.85
34 H -0.08 -4.74 3.88
35 C 1.22 -1.99 -1.57
36 H -2.21 4.16 -0.39
37 C -1.27 5.30 -1.92
38 H 2.06 1.50 0.16
39 H 3.17 6.77 2.42
40 H 5.27 2.35 2.51
41 C -3.28 -0.78 1.20
42 N 1.25 2.44 2.37
43 H 1.60 0.75 -3.64
44 C -3.49 2.80 1.43
45 H -0.90 -2.92 -3.54
46 C 2.27 -2.87 -2.31
47 C 2.75 3.49 3.86
48 H 3.68 -0.99 -4.12
49 C 0.49 -4.10 3.20
50 C -4.28 -0.22 -0.88
51 C 3.16 6.32 0.32
52 H -0.56 6.62 -3.44
53 H 3.02 -3.26 -4.30
54 H 0.01 -0.15 4.20
55 C -4.07 0.27 1.99
56 C 0.73 -0.85 -2.47
57 H 1.28 -0.42 3.34
58 C 1.92 -0.17 -3.14
59 C -2.53 7.17 -2.77
60 C 2.28 -2.61 -3.81
61 H 0.17 -0.14 -1.85
62 C 1.32 2.98 3.64
63 H -2.39 -3.34 -2.74
64 H -2.43 -4.67 -4.72
65 C -1.38 6.40 -2.77
66 H -5.30 0.14 -0.98
67 N 3.35 3.23 2.58
68 H -2.48 -6.89 -3.95
69 C 1.96 -5.51 1.71
70 C -1.42 -3.74 -3.05
71 H -1.10 -3.25 2.00
72 H 4.14 6.76 0.14
73 P -0.23 -2.78 -0.70
74 O -2.21 2.85 1.42
75 O -4.11 0.47 4.37
76 H 2.27 -0.92 -5.15
77 H -3.45 -5.41 -2.13
78 C 2.47 2.55 1.83
79 H -0.96 -5.91 -0.48
80 H 0.04 -1.20 -3.24
81 H 1.31 -2.88 -4.23
82 C 0.65 -3.54 0.75
83 C -3.39 0.85 -0.23
84 H 2.63 0.12 -2.36
85 C 1.69 -4.64 0.47
86 H 1.36 -5.28 -0.35
87 O 0.30 -0.43 3.32
88 H 2.86 5.75 -1.74
89 H -3.61 -2.23 -0.36
90 C 0.67 5.19 0.76
91 N 2.77 2.04 0.65
92 Se 3.76 0.05 3.72
93 H 2.93 -6.00 1.61
94 C -3.47 5.77 -1.05
95 H -2.17 -4.66 -0.30
96 H -0.76 -4.93 1.62
97 C 4.77 3.30 2.31
98 C 1.21 5.19 -0.53
99 H -2.90 1.55 -0.91
100 H 0.22 -4.76 -2.14
101 C -4.12 1.47 0.97
102 Y -0.72 1.22 1.70
103 C 4.43 -1.67 3.99
104 C -1.86 -6.23 -3.32
105 C 2.62 6.33 1.59
106 C 1.90 -4.66 2.98
107 H 1.17 -2.65 1.14
108 S 0.03 2.48 -1.14
109 H 1.72 -1.50 -0.74
110 C 1.37 5.77 1.81
111 C -4.14 -1.40 0.10
112 H -0.29 4.73 0.95
113 H 0.93 5.76 2.80
114 H 2.63 -3.85 2.90
115 C 2.60 -1.14 -4.13
116 H 3.73 1.98 0.35
117 C -1.58 -5.21 -1.04
118 H -5.10 -1.75 0.49
119 C -2.32 4.99 -1.06
120 C -3.43 0.53 3.36
121 H -0.92 -6.76 -3.15

***

Run two
C43H60FN4O7P2S2SeY | ωB97M-V/def2-TZVPD

Results
orbital gap = 7.23 eV
LUMO energy = 3.832 eV
charge = -2

Cartesian coordinates (Å):
1 H -5.52 -3.11 -5.67
2 H 2.66 4.87 -0.82
3 H -4.23 0.20 -3.29
4 S -4.43 0.67 -0.38
5 O 1.50 -2.64 1.49
6 H -4.55 -3.92 0.05
7 C -4.77 -1.42 -4.58
8 F 0.10 0.55 -1.06
9 H 0.69 0.76 -4.94
10 C 4.57 -0.57 3.65
11 O -0.76 -1.19 3.60
12 S -7.68 -0.37 -0.01
13 N -0.98 -1.99 0.04
14 C -0.29 3.83 1.33
15 C -0.84 -2.32 -1.26
16 H -2.69 0.54 -2.13
17 H -3.90 -1.28 -5.21
18 Se 3.90 -1.54 -0.99
19 C 6.61 2.55 -1.54
20 N 4.18 -4.52 -1.08
21 H 3.81 3.34 -5.60
22 H 1.88 -0.41 -5.44
23 H -3.71 -1.79 1.72
24 C -8.57 3.09 -3.12
25 H -8.03 5.02 -3.90
26 C -4.40 -3.02 -0.55
27 C -8.12 1.96 -2.45
28 C 5.26 1.81 -1.58
29 O -1.98 0.45 -2.79
30 H -7.48 -3.41 -4.19
31 C 1.04 3.12 1.03
32 C 2.47 1.65 -5.84
33 H 7.42 1.83 -1.66
34 H 0.61 6.53 -0.65
35 H 3.49 3.61 -3.17
36 P 2.50 1.84 -1.06
37 C 2.76 3.03 -3.74
38 H -1.16 0.47 -2.25
39 O 2.96 -0.14 2.06
40 C -0.55 4.99 0.36
41 H 3.49 0.62 5.18
42 H -4.91 2.85 -1.92
43 H 1.35 4.72 -1.97
44 H -1.20 5.74 0.82
45 C 3.72 0.64 4.11
46 H -4.99 -2.20 -0.13
47 H 4.18 3.62 -1.30
48 N -2.72 -1.94 1.59
49 C -7.69 4.14 -3.38
50 H 1.95 1.40 3.01
51 N -3.00 -2.67 -0.63
52 C -6.04 -0.75 -2.64
53 H 1.74 -0.22 -2.99
54 C 1.60 4.61 -0.91
55 C 4.18 2.62 -0.87
56 H -8.80 1.15 -2.22
57 H -1.08 4.63 -0.53
58 H 1.98 3.74 -4.04
59 H 1.34 5.90 0.82
60 C 2.43 -1.89 3.52
61 Y 1.18 -0.89 0.14
62 C -4.96 -0.58 -3.49
63 H -2.49 -2.04 -2.59
64 C 1.75 -3.00 2.70
65 C 1.77 0.57 -4.98
66 C 2.46 0.48 3.26
67 P -6.23 0.34 -1.17
68 C 3.43 2.50 -5.01
69 C 1.33 3.17 -0.47
70 H 6.25 3.08 1.88
71 H 1.35 -0.53 4.88
72 C -2.26 -2.17 0.38
73 H 3.01 1.19 -6.67
74 H -1.10 3.10 1.25
75 H 5.35 0.83 -1.10
76 C -6.95 -1.77 -2.91
77 H -9.60 3.15 -3.45
78 C 6.79 3.32 -0.22
79 H 4.12 3.67 1.02
80 H -7.79 -1.91 -2.23
81 H 4.00 1.93 1.19
82 H 4.98 1.60 -2.61
83 H 3.34 0.20 -3.53
84 C -2.18 -2.76 -1.82
85 C 4.03 -3.37 -1.02
86 C -6.38 4.05 -2.94
87 H 1.04 2.06 -2.87
88 H 4.22 1.58 3.89
89 H 6.41 4.34 -0.32
90 C 2.30 0.53 -3.55
91 C 1.55 -0.63 3.81
92 C 0.20 -0.62 3.08
93 H 6.32 1.59 0.96
94 C 2.12 1.90 -2.89
95 C -6.77 -2.61 -4.00
96 O 1.55 -4.09 3.20
97 C -6.80 1.87 -2.01
98 H -4.77 -3.20 -1.56
99 H -0.29 4.19 2.36
100 H 0.97 2.09 1.37
101 H 4.30 1.89 -4.74
102 H 6.67 3.24 -2.38
103 H -2.14 -3.77 -2.23
104 H 1.86 3.60 1.58
105 C 6.02 2.64 0.91
106 H -5.69 4.87 -3.13
107 H 5.45 -0.25 3.10
108 C -5.93 2.92 -2.26
109 H -2.06 -1.56 2.29
110 C 3.59 -1.27 2.71
111 C 4.51 2.72 0.64
112 O 0.24 -2.21 -1.85
113 H 1.72 2.31 -6.29
114 O 0.17 0.00 1.96
115 C -5.67 -2.44 -4.83
116 H 4.89 -1.22 4.47
117 H 0.41 2.82 -0.95
118 H 7.85 3.41 0.03
119 C 0.77 5.62 -0.08
120 H 2.79 -2.34 4.45
121 H 4.02 -1.92 1.95

***

Calculated relative energies: run one 0.210; run two 0.000, given in eV